(1)
Formula: C5H8N2
Source: OMol25
Level of theory: ωB97M-V/def2-TZVPD

Structure (XYZ):
```
15
Properties=species:S:1:pos:R:3:nbo_charge:R:1
C 0.79747 -0.42915 0.05513 -0.133
C -0.52677 -1.08293 -0.10599 -0.190
C -1.52942 -0.23821 -0.04821 -0.230
C -1.03454 1.08290 0.26918 -0.119
C 0.50191 0.98906 0.47719 -0.075
H 0.99548 0.17370 -1.84193 0.348
H 1.55930 -1.34572 -1.60619 0.356
H 1.34930 -1.06495 0.76314 0.188
H -0.53927 -2.22290 -0.10598 0.210
H -2.54708 -0.49540 -0.22720 0.223
H -1.26221 2.04665 -0.19130 0.223
H -0.35999 0.21681 2.06656 0.362
H 1.38995 1.66461 0.14686 0.217
N 1.57813 -0.41089 -1.17604 -0.805
N -0.37225 1.11641 1.52477 -0.575
```

## Properties
energy relative to the best compared isomer or geometry (same formula, charge and spin) = 263.8 kJ/mol
SMILES string = N[C@@H]1C=C[C@H]2N[C@@H]12
Kohn-Sham gap = 0.360 Ha
net charge = 0
E_LUMO = 1.1 eV



(2)
Formula: C4H4O
Source: OMol25
Level of theory: ωB97M-V/def2-TZVPD

Structure (XYZ):
```
9
Properties=species:S:1:pos:R:3:nbo_charge:R:1
C 0.64723 1.35761 -0.06271 -0.361
C 0.39610 1.40722 -1.53670 0.200
C -0.34474 -0.50961 -0.76438 -0.160
C 0.14779 0.23337 0.39289 -0.157
O -0.08608 0.28551 -1.89029 -0.426
H 1.18996 2.21741 0.37192 0.236
H 0.09859 -1.40143 -1.02397 0.216
H -1.36282 -0.75530 -0.55870 0.215
H 0.18396 -0.25273 1.45976 0.237
```

## Properties
energy relative to the best compared isomer or geometry (same formula, charge and spin) = 283.0 kJ/mol
Kohn-Sham gap = 0.318 Ha
net charge = 0
E_LUMO = 0.4 eV



(3)
Formula: C33H58Cl12N5O5P2
Source: OMol25
Level of theory: ωB97M-V/def2-TZVPD

Structure (XYZ):
```
115
Properties=species:S:1:pos:R:3:mulliken_charge:R:1
C -0.79219 -0.21079 -1.44649 -0.842
C -1.03428 0.40601 -0.05505 0.301
C -1.21002 -0.58456 1.11420 -0.920
C -0.04208 -0.64346 2.11392 -0.473
C 1.10623 -1.62198 1.82671 -1.063
C 1.45735 -1.75893 0.35524 1.290
C 2.56067 -2.81958 0.14944 -1.120
N 2.34468 -3.53368 -1.10976 1.512
O 2.04931 -2.71498 -2.20683 -0.316
C 3.16829 -2.33758 -2.76805 0.529
N 4.10935 -1.99350 -3.33207 -0.520
C 2.38161 -4.83014 -1.32572 -0.983
N 2.67103 -5.71905 -0.37253 0.113
C 3.55506 -6.84313 -0.86331 -1.454
C 4.34496 -6.35898 -2.06201 1.069
C 5.29286 -7.43694 -2.61284 -1.248
C 6.27968 -6.83247 -3.62397 -0.722
C 5.97020 -7.25540 -5.04900 0.279
O 5.65591 -8.38418 -5.31002 -0.503
N 6.07016 -6.24607 -6.04760 -0.367
C 4.79902 -5.69547 -6.42522 0.249
C 3.65531 -6.47616 -6.52445 -0.407
C 2.45167 -5.88185 -6.86237 -0.513
C 2.36240 -4.52644 -7.12361 -0.642
C 3.51329 -3.75976 -7.05698 -0.617
C 4.71553 -4.34166 -6.70770 -0.344
C 3.35302 -5.95987 -3.16071 -0.640
N 2.10941 -5.29930 -2.60915 0.491
P 0.72049 -6.38509 -2.59336 -0.280
P -0.66751 -5.08644 -1.49234 1.112
O -0.22403 -4.95141 -0.10895 -0.628
O -2.09775 -5.77020 -1.67906 -0.548
O -0.78863 -3.67332 -2.21738 -0.397
H 0.25879 -0.13499 -1.72886 0.144
H -1.38680 0.28022 -2.21408 0.465
H -1.04445 -1.27093 -1.46795 0.027
H -1.95721 0.98128 -0.13315 0.417
H -0.24866 1.12119 0.17047 -0.387
H -2.08122 -0.27621 1.69174 0.384
H -1.44113 -1.59009 0.74930 0.342
H -0.46407 -0.94018 3.07600 0.412
H 0.35553 0.35871 2.26968 0.106
H 0.86792 -2.60309 2.24486 0.484
H 1.98639 -1.26378 2.36968 0.285
H 1.77625 -0.80897 -0.06866 -0.027
H 0.57087 -2.12107 -0.16300 -0.590
H 2.50508 -3.50344 0.99014 0.785
H 3.52980 -2.32800 0.08738 -0.360
H 3.07013 -5.30695 0.46240 0.330
H 4.20644 -7.10124 -0.03375 0.473
H 2.92344 -7.69515 -1.10558 0.327
H 4.96880 -5.50118 -1.79153 0.246
H 5.82708 -7.87218 -1.76900 0.464
H 4.71877 -8.22338 -3.10019 0.581
H 7.28704 -7.18509 -3.39501 0.398
H 6.31457 -5.74551 -3.53212 0.551
H 6.60757 -5.49191 -5.63231 0.311
H 3.68978 -7.54020 -6.34124 0.622
H 1.56416 -6.49851 -6.92917 0.496
H 1.41165 -4.08415 -7.38454 0.440
H 3.47790 -2.70347 -7.28371 0.413
H 5.60257 -3.72095 -6.65670 0.346
H 3.03655 -6.84750 -3.70960 0.561
H 3.80076 -5.26609 -3.87117 -0.295
H 0.20551 -6.18351 -3.89701 0.139
H -2.10000 -6.52386 -2.28404 0.358
H -1.45369 -3.67090 -2.92043 0.307
Cl 7.87397 0.62711 1.13140 -0.178
C 7.72523 -0.65638 -0.08953 -0.544
C 6.36405 -1.30251 -0.05844 -0.169
Cl 6.10705 -2.24906 1.44113 -0.203
H 8.51222 -1.38430 0.09070 0.332
H 7.88306 -0.19816 -1.06437 0.358
H 6.26433 -1.99085 -0.89708 0.182
H 5.57481 -0.55617 -0.11814 0.227
Cl -0.25248 3.11776 2.05159 -0.081
C 1.35064 3.88481 1.94940 -0.609
C 1.93437 3.80910 0.56369 -0.538
Cl 2.38393 2.13321 0.11173 -0.132
H 1.99959 3.40599 2.67850 0.383
H 1.21659 4.92835 2.23104 0.328
H 2.84738 4.39908 0.51564 0.407
H 1.23501 4.17593 -0.18273 0.291
Cl -3.30953 4.30490 3.03293 -0.194
C -3.67882 6.00705 2.62415 0.552
C -3.08545 6.42649 1.30716 -0.602
Cl -1.30379 6.54621 1.34623 -0.168
H -3.31249 6.62577 3.43837 0.038
H -4.76276 6.09616 2.57367 -0.385
H -3.45100 7.41558 1.03698 0.342
H -3.35113 5.72437 0.52058 0.404
Cl -7.03795 7.03302 2.70396 -0.220
C -7.90307 5.53855 3.16638 -0.423
C -9.39618 5.69612 3.04257 -0.587
Cl -10.04414 6.83408 4.25143 -0.148
H -7.61153 5.29179 4.18371 0.332
H -7.55853 4.74996 2.49968 0.322
H -9.87771 4.73524 3.21408 0.329
H -9.67723 6.06209 2.05871 0.345
Cl -2.20163 10.58169 6.79266 -0.185
C -3.37150 10.71973 5.45705 -0.503
C -3.52143 9.42391 4.70254 -0.425
Cl -2.04712 9.00213 3.78515 -0.162
H -3.03743 11.52071 4.80283 0.323
H -4.32877 10.99665 5.89517 0.345
H -4.33257 9.51291 3.98121 0.287
H -3.73874 8.59931 5.37719 0.354
Cl -13.43027 10.55301 8.06488 -0.183
C -12.30314 9.87746 6.86193 -0.427
C -11.51047 8.71991 7.41162 0.023
Cl -10.34638 9.23125 8.66115 -0.189
H -11.64982 10.68032 6.53046 0.326
H -12.90137 9.53803 6.01797 0.285
H -10.93394 8.25979 6.61150 -0.151
H -12.16073 7.96806 7.85110 0.340
```

## Properties
Kohn-Sham gap = 0.287 Ha
net charge = +1
E_LUMO = -3.2 eV



(4)
Formula: C3H14NO3S
Source: OMol25
Level of theory: ωB97M-V/def2-TZVPD

Structure (XYZ):
```
22
Properties=species:S:1:pos:R:3:nbo_charge:R:1
C -0.56827 0.63433 1.64468 -0.444
C 0.83711 1.21312 1.55596 -0.524
S 0.98151 2.05288 -0.14226 -0.695
C -0.54121 -0.88389 1.70445 -0.205
N -1.84334 -1.52253 1.68189 -0.858
H -1.13119 0.88079 0.74140 0.218
H -1.05043 1.20428 2.43540 0.187
H 1.79026 0.83255 1.92663 0.204
H 0.85346 2.14344 2.16622 0.189
H 0.05635 -1.22757 2.54163 0.159
H 0.00393 -1.21760 0.80444 0.181
H -2.58713 -0.91192 1.97779 0.341
H -2.02026 -1.80096 0.72743 0.375
H -1.24357 0.91774 -2.04287 0.460
H 0.10610 0.60959 -1.38321 0.476
O -0.57570 0.21303 -2.07026 -1.065
H 2.19951 -0.92793 -0.91193 0.484
H 1.94700 -0.01124 -2.24682 0.502
O 2.15579 -0.86646 -1.86190 -0.986
H -0.36494 -1.97249 -1.41425 0.496
H -1.79869 -1.79509 -1.86077 0.478
O -1.19473 -2.45451 -1.51120 -0.972
```

## Properties
energy relative to the best compared isomer or geometry (same formula, charge and spin) = 154.3 kJ/mol
Kohn-Sham gap = 0.258 Ha
net charge = -1
E_LUMO = 3.7 eV